ORCA calculation (wB97M-V/def2-TZVPD) on a 2-piece molecular cluster, C5H14 overall at a distorted geometry.

Calculated values
- total energy (Eh) = -198.85401
- SMILES string = CCC.CC
- E_HOMO (eV) = -10.99
- max |F| (eV/Å) = 1.46

```
19
Properties=species:S:1:pos:R:3:forces:R:3
C -0.4686 0.1523 -1.1576 0.5 0.9 0.5
C 0.6087 -0.9495 -1.0493 -0.2 0.0 -1.3
C -1.0615 0.2367 -2.5584 0.5 0.2 -1.1
H -1.2259 0.0242 -0.3791 -0.2 -0.4 -0.3
H -0.1278 1.1719 -0.9296 0.5 -0.4 0.2
H 0.6672 -1.5407 -0.1438 -0.1 0.3 0.3
H -0.5182 -0.3839 -3.2878 -0.7 -1.0 0.6
H -2.1359 0.0768 -2.5102 0.0 -0.2 -0.6
H -0.8311 1.1315 -3.1575 -0.5 0.7 1.0
H 0.3399 -1.6391 -1.8598 0.1 -0.3 0.4
H 1.6067 -0.6181 -1.3457 0.0 0.2 0.3
C 0.4748 -0.4406 2.4853 -0.7 0.3 0.7
C 0.4482 1.0593 2.0730 -0.8 -1.2 -0.2
H 0.5053 -0.4510 3.5747 0.3 -0.4 0.1
H -0.5024 -0.8701 2.2465 0.0 0.0 -0.1
H 1.1735 -1.1635 2.0742 0.6 0.5 0.0
H 0.8267 1.1993 1.0682 0.1 0.3 0.0
H 0.8512 1.7771 2.7814 0.5 -0.3 0.0
H -0.6307 1.2276 2.0754 0.1 0.7 -0.3
```
Positions in Å, forces in eV/Å.


ORCA calculation (wB97M-V/def2-TZVPD) on C4H9B4CuNO6 as an isolated structure at a distorted geometry.

Calculated values
- total energy (Eh) = -2403.45842
- E_HOMO (spin up / spin down) (eV) = -17.13 / -17.13
- ⟨S²⟩ = 0.7529
- spin multiplicity = 2
- max |F| (eV/Å) = 2.42
- total charge = +2

```
25
Properties=species:S:1:pos:R:3:forces:R:3
C 3.3968 -1.0726 0.2248 0.5 0.1 -0.6
O 3.4870 0.2924 0.1982 0.3 -0.2 0.0
C 2.4916 1.1065 0.7711 -1.3 0.2 0.2
B 0.9814 0.9079 0.2593 1.4 1.0 0.2
O 0.6820 1.2464 -1.0345 -0.2 -0.9 0.0
B -0.1329 0.3453 -1.6710 0.4 0.3 -0.9
N -0.5726 0.4612 -3.0006 0.0 0.0 0.5
C -1.5787 -0.1797 -3.3030 0.7 0.2 -0.1
O -2.5106 -0.7692 -3.5785 -0.9 -0.4 -0.4
O -0.5629 -0.7638 -0.8337 -1.5 0.4 0.0
B -0.9728 -0.2058 0.3253 2.0 -0.1 0.1
B -2.6932 -0.2356 0.7901 -2.3 -0.3 0.6
C -3.3340 1.2041 0.5925 1.1 0.3 -0.4
O -3.3338 -1.2975 1.2158 1.3 0.3 -0.3
O -0.0710 0.4678 1.0838 -0.7 -0.2 0.0
H 4.3978 -1.4611 0.0800 0.2 -0.1 0.0
H 2.7789 -1.5085 -0.5601 -0.5 0.0 0.1
H 3.1188 -1.4431 1.2743 -0.1 0.2 0.3
H 2.5426 1.1098 1.8609 0.2 -0.2 0.2
H 2.7419 2.1083 0.4396 0.1 0.3 0.1
H -3.2383 1.5344 -0.4354 0.0 0.1 -0.3
H -4.3776 1.1114 0.8638 -0.4 -0.3 0.2
H -2.7975 1.9173 1.2046 0.0 0.2 0.3
H -2.7963 -2.0999 1.2417 -0.5 -0.6 0.2
Cu 2.3533 -2.7759 1.9912 0.1 -0.2 0.1
```
Positions in Å, forces in eV/Å.


ORCA calculation (wB97M-V/def2-TZVPD) on a 8-piece molecular cluster, C12H35N10O12 overall at a distorted geometry.

Calculated values
- total energy (Eh) = -1928.77102
- E_HOMO (eV) = 2.02
- max |F| (eV/Å) = 4.12
- total charge = -3

```
69
Properties=species:S:1:pos:R:3:forces:R:3
N -0.4343 -0.6695 -0.2262 0.9 -0.6 1.6
H -0.7298 -0.2387 0.6873 -0.9 -0.1 -0.2
H -1.1016 -1.2970 -0.7302 -1.4 0.6 -0.7
H 0.2707 -1.3390 0.0929 0.2 0.6 -0.1
H 0.0623 0.0090 -0.7914 -0.4 0.1 -0.5
C -1.6598 0.1290 3.3763 -2.9 -0.6 2.2
O -1.0449 0.2464 4.5040 2.0 0.2 0.0
O -2.9087 -0.1473 3.4425 1.1 0.3 -1.3
O -1.0178 0.3415 2.2612 0.7 0.4 -0.8
C -3.2954 -1.1691 -1.8738 -4.1 0.6 0.1
O -2.3309 -2.0285 -1.7084 1.5 0.4 -0.1
O -3.1841 -0.0178 -2.4721 2.4 0.2 -0.6
O -4.4951 -1.4189 -1.4927 1.1 -1.1 0.3
C -0.2023 2.5688 -2.2247 -1.7 0.2 -1.1
O 0.4996 1.3686 -2.0205 0.2 0.8 -0.2
C 1.8533 1.4694 -2.3842 -0.1 -1.8 1.0
C 2.4856 0.0781 -2.0976 0.1 0.8 -0.1
N 2.8273 -0.0814 -0.7028 -0.1 -0.3 0.5
C 3.5788 -1.2670 -0.3420 1.1 0.5 1.5
C 2.9377 -2.5914 -0.6733 -2.0 0.5 -0.6
O 1.5428 -2.4209 -0.2649 1.7 -1.3 -0.9
C 0.7786 -3.5978 -0.3872 0.2 -1.4 0.7
H -0.0192 3.4393 -1.5885 0.7 -0.4 0.4
H -1.2724 2.3563 -2.1573 0.1 -0.3 0.4
H -0.1175 2.9011 -3.2682 0.5 0.0 -0.1
H 2.2818 2.2331 -1.7242 0.6 0.1 -0.4
H 2.0285 1.6572 -3.4469 -0.4 0.4 0.0
H 3.3032 -0.0177 -2.8298 0.4 -0.2 0.3
H 1.7979 -0.7453 -2.3034 -0.3 0.4 -0.5
H 3.3037 0.6861 -0.2499 -0.2 0.4 -0.5
H 3.7002 -1.2470 0.7472 -0.3 -0.1 0.1
H 4.6360 -1.1047 -0.6053 0.1 -0.9 -0.9
H 3.3197 -3.4886 -0.1873 0.5 0.3 0.3
H 2.9333 -2.7563 -1.7562 0.0 -0.2 -0.1
H -0.2573 -3.3574 -0.1580 -0.1 -0.1 -0.4
H 1.0904 -4.3939 0.3069 0.1 0.5 0.8
H 0.8998 -4.2037 -1.2936 -0.2 1.0 -0.8
C -4.2034 2.2556 0.9925 -2.0 0.5 -0.7
O -5.2148 2.4055 0.2828 0.6 -0.1 -0.1
N -4.2426 2.8290 2.2239 1.0 0.4 1.4
N -3.0892 1.6145 0.6387 0.0 0.4 -0.1
H -5.0112 3.4158 2.4749 -0.2 -0.2 -0.3
H -3.4985 2.7170 2.8933 -0.1 -0.2 0.0
H -3.2224 1.0516 -0.1991 0.4 -0.3 0.2
H -2.4064 1.4265 1.3777 -0.2 -0.8 -0.7
C 0.3130 3.6717 2.6058 1.1 0.2 -0.5
O 0.7611 4.8194 2.4567 0.0 -0.2 0.0
N 0.0498 3.1416 3.8151 -0.8 -0.4 0.7
N 0.1587 2.7681 1.5911 -0.1 0.7 0.2
H -0.4518 2.2557 3.8919 0.3 -0.3 0.3
H 0.1971 3.6665 4.6556 -0.2 0.3 -0.2
H -0.2295 1.8575 1.8532 0.1 -0.5 -0.2
H 0.7773 2.8668 0.8079 -0.3 0.1 -0.1
C 1.8876 -2.1407 3.4382 2.7 -1.4 -0.4
O 2.8878 -2.8871 3.2610 -0.6 0.3 0.5
N 1.1743 -2.1119 4.5670 -1.4 0.3 0.8
N 1.5031 -1.3010 2.4791 -1.0 1.3 0.0
H 1.4710 -2.5365 5.4225 0.3 -0.3 -0.3
H 0.3278 -1.5401 4.6072 0.1 0.4 0.1
H 0.8785 -0.5568 2.7716 -0.6 0.2 -0.4
H 2.1557 -1.0589 1.7608 0.0 -0.3 -0.1
C -0.3544 -1.1437 -4.6867 1.7 -0.3 0.1
O 0.4695 -1.0946 -5.6372 -0.3 0.0 0.4
N -0.3012 -2.0860 -3.7131 -0.8 0.6 -0.7
N -1.2415 -0.1736 -4.4604 -0.2 1.5 -1.6
H 0.5256 -2.6473 -3.6747 -0.2 -0.2 0.2
H -1.0159 -1.8616 -2.9979 0.1 -1.2 1.1
H -0.9925 0.6113 -5.0431 -0.6 0.0 -0.1
H -2.1227 -0.1192 -3.9140 0.1 -0.4 1.3
```
Positions in Å, forces in eV/Å.


ORCA calculation (wB97M-V/def2-TZVPD) on C12H18BKO3S as an isolated structure at a distorted geometry.

Calculated values
- total energy (Eh) = -1716.74901
- E_HOMO (eV) = -6.12
- max |F| (eV/Å) = 1.25

```
36
Properties=species:S:1:pos:R:3:forces:R:3
K 1.2196 0.1236 0.6150 0.5 0.0 0.0
O -0.7421 -0.3020 4.0316 0.2 0.0 0.0
B 0.3935 -0.1215 3.1656 -0.4 -0.1 1.2
O 1.5250 0.0049 4.0659 -0.2 0.0 0.0
C 1.0630 -0.1014 5.3518 0.3 0.1 -0.3
C 1.7698 -0.0480 6.5305 0.0 0.0 0.2
C 1.0396 -0.1912 7.7158 0.0 0.0 -0.1
C -0.3381 -0.3781 7.6913 0.0 0.0 -0.1
C -1.0387 -0.4285 6.4813 0.0 0.0 0.2
C -0.3040 -0.2867 5.3268 -0.4 0.0 -0.2
H 2.8423 0.0975 6.5362 0.0 0.0 0.0
H 1.5559 -0.1567 8.6668 0.0 0.0 0.0
H -0.8782 -0.4872 8.6233 0.0 0.0 0.0
H -2.1106 -0.5736 6.4472 0.0 0.0 0.0
C -0.0718 -3.0296 -4.4776 0.0 -0.1 0.0
C -0.3149 -1.5941 -4.9260 0.0 0.1 -0.1
C 0.5532 -0.5620 -4.2108 0.2 0.1 -0.1
S 0.0745 -0.3272 -2.4978 0.3 0.0 0.5
O 1.1913 0.4421 -1.8113 -0.5 -0.2 -1.0
C -1.3156 0.8205 -2.7065 0.0 0.1 -0.1
C -0.9339 2.2902 -2.5541 -0.1 0.0 0.0
C -0.0961 2.8672 -3.6870 0.0 0.0 -0.1
H -0.7246 -3.7173 -5.0151 0.0 0.0 0.0
H -0.2577 -3.1666 -3.4112 0.0 0.1 0.0
H 0.9593 -3.3293 -4.6755 0.0 0.0 0.0
H -1.3727 -1.3362 -4.8197 0.0 0.0 0.1
H -0.1033 -1.4962 -5.9923 0.0 -0.1 0.0
H 0.5378 0.4101 -4.7015 0.0 0.0 0.0
H 1.5915 -0.8944 -4.1340 0.0 0.0 -0.1
H -2.0459 0.5313 -1.9507 0.0 0.0 0.0
H -1.7545 0.6024 -3.6834 0.0 0.1 0.0
H -0.4049 2.4247 -1.6104 0.0 0.0 0.0
H -1.8718 2.8412 -2.4541 0.0 0.0 -0.1
H 0.9114 2.4500 -3.6869 0.0 0.0 0.0
H 0.0023 3.9476 -3.5802 0.0 0.0 0.0
H -0.5507 2.6744 -4.6629 0.0 0.0 0.0
```
Positions in Å, forces in eV/Å.